Record 1
{
  "formula": "C19H29FN2O5S",
  "method": "the ωB97M-V functional and the def2-TZVPD basis",
  "symbols": ["O", "C", "N", "C", "C", "C", "C", "C", "C", "C", "N", "C", "O", "C", "C", "C", "S", "O", "O", "C", "C", "F", "C", "C", "C", "O", "C", "C", "H", "H", "H", "H", "H", "H", "H", "H", "H", "H", "H", "H", "H", "H", "H", "H", "H", "H", "H", "H", "H", "H", "H", "H", "H", "H", "H", "H", "H"],
  "coordinates": [[1.230947, -2.439103, 0.317306], [1.197260, -1.830420, -0.735824], [0.178898, -1.015376, -1.098750], [-0.857432, -0.599583, -0.163939], [-0.334319, -0.044902, 1.158343], [0.619281, 1.167114, 0.964522], [-0.105620, 2.295112, 1.715638], [-0.013198, 2.023018, 3.226121], [-0.980821, 0.820643, 3.413065], [-1.481902, 0.579231, 1.980166], [-1.505966, 1.948591, 1.458230], [-2.401414, 2.689561, 0.781927], [-2.132247, 3.792461, 0.324273], [-3.794486, 2.107184, 0.584649], [-4.860186, 3.213450, 0.850807], [-5.308578, 3.785376, -0.486427], [-5.437655, 2.330716, -1.498893], [-6.527711, 1.530073, -0.997996], [-5.345175, 2.619197, -2.903031], [-3.914283, 1.627463, -0.877879], [2.291954, -1.957746, -1.804314], [2.459148, -0.680604, -2.369420], [3.614867, -2.485715, -1.287430], [3.540970, -3.991850, -1.012736], [4.909550, -4.516133, -0.610510], [5.891632, -4.246989, -1.595003], [6.031377, -2.855688, -1.810859], [4.736544, -2.223050, -2.293913], [0.339476, -0.439594, -1.909352], [-1.450184, 0.162713, -0.673247], [-1.514509, -1.449538, 0.040029], [0.138603, -0.850242, 1.714323], [1.619103, 0.987669, 1.358675], [0.720289, 1.418503, -0.093236], [0.131674, 3.304264, 1.397788], [1.008016, 1.796711, 3.530179], [-0.351197, 2.890174, 3.791813], [-0.492976, -0.063875, 3.820329], [-1.810900, 1.082772, 4.068420], [-2.429512, 0.051961, 1.905564], [-3.973519, 1.276059, 1.261747], [-5.715084, 2.772299, 1.360712], [-4.440863, 3.995927, 1.479351], [-6.278496, 4.277850, -0.467454], [-4.551789, 4.430191, -0.931905], [-3.116262, 2.024557, -1.504980], [-3.983205, 0.547229, -0.990301], [1.922946, -2.595407, -2.615051], [3.849190, -1.970808, -0.348832], [2.816615, -4.203291, -0.228935], [3.222441, -4.510512, -1.923713], [5.214408, -4.065490, 0.345525], [4.890187, -5.597602, -0.483010], [6.357684, -2.370238, -0.878717], [6.823822, -2.736256, -2.548532], [4.468965, -2.655540, -3.263627], [4.883639, -1.152517, -2.441685]],
  "atomic_forces_ev_per_a": [[0.0, -0.1, 0.0], [-0.1, -0.1, -0.1], [0.1, 0.3, 0.1], [0.0, -0.2, 0.0], [0.0, 0.1, -0.1], [0.0, 0.0, 0.0], [0.0, 0.0, 0.0], [0.0, 0.0, 0.0], [0.0, 0.0, 0.0], [0.0, 0.0, 0.0], [0.0, 0.0, 0.0], [0.0, 0.0, 0.0], [0.0, 0.0, 0.0], [0.0, 0.0, 0.0], [0.0, 0.0, 0.0], [0.0, 0.0, 0.0], [0.0, 0.0, 0.0], [0.0, 0.0, 0.0], [0.0, 0.0, 0.0], [0.0, 0.0, 0.0], [0.0, 0.0, 0.0], [0.0, 0.0, 0.0], [0.0, 0.0, 0.0], [0.0, 0.0, 0.0], [0.0, 0.0, 0.0], [0.0, 0.0, 0.0], [0.0, 0.0, 0.0], [0.0, 0.0, 0.0], [0.0, 0.0, 0.0], [0.0, 0.0, 0.0], [0.0, 0.0, 0.0], [0.0, 0.0, 0.0], [0.0, 0.0, 0.0], [0.0, 0.0, 0.0], [0.0, 0.0, 0.0], [0.0, 0.0, 0.0], [0.0, 0.0, 0.0], [0.0, 0.0, 0.0], [0.0, 0.0, 0.0], [0.0, 0.0, 0.0], [0.0, 0.0, 0.0], [0.0, 0.0, 0.0], [0.0, 0.0, 0.0], [0.0, 0.0, 0.0], [0.0, 0.0, 0.0], [0.0, 0.0, 0.0], [0.0, 0.0, 0.0], [0.0, 0.0, 0.0], [0.0, 0.0, 0.0], [0.0, 0.0, 0.0], [0.0, 0.0, 0.0], [0.0, 0.0, 0.0], [0.0, 0.0, 0.0], [0.0, 0.0, 0.0], [0.0, 0.0, 0.0], [0.0, 0.0, 0.0], [0.0, 0.0, 0.0]],
  "multiplicity": 1,
  "lumo_ev": 0.48,
  "charge": 0,
  "e_above_lowest_ev": 0.198,
  "smiles": "O=C(NC[C@H]1C[C@@H]2CC[C@H]1N2C(=O)[C@H]1CCS(=O)(=O)C1)[C@@H](F)C1CCOCC1",
  "homo_lumo_gap_ev": 10.23,
  "total_energy_ha": -1725.191899,
  "fmax_ev_per_a": 0.33,
  "homo_energy_ev": -9.75
}

Record 2
{
  "formula": "C19H29FN2O5S",
  "method": "the ωB97M-V functional and the def2-TZVPD basis",
  "symbols": ["O", "C", "N", "C", "C", "C", "C", "C", "C", "C", "N", "C", "O", "C", "C", "C", "S", "O", "O", "C", "C", "F", "C", "C", "C", "O", "C", "C", "H", "H", "H", "H", "H", "H", "H", "H", "H", "H", "H", "H", "H", "H", "H", "H", "H", "H", "H", "H", "H", "H", "H", "H", "H", "H", "H", "H", "H"],
  "coordinates": [[0.411230, 1.612728, -0.475821], [-0.181856, 0.565019, -0.306161], [0.442428, -0.622836, -0.108653], [1.885845, -0.718101, -0.045541], [2.479289, -1.626964, -1.117271], [1.986350, -1.290994, -2.552105], [3.297028, -1.001245, -3.300774], [4.097249, -2.298370, -3.463369], [4.621843, -2.554179, -2.024563], [4.003468, -1.390288, -1.242993], [4.072117, -0.319181, -2.251319], [3.953777, 1.030243, -2.078187], [3.484311, 1.749367, -2.943033], [4.567052, 1.639783, -0.827065], [5.918635, 2.306411, -1.251554], [5.654719, 3.787019, -1.480423], [4.607801, 4.195072, -0.099443], [5.402544, 4.076170, 1.100332], [3.834055, 5.382941, -0.328824], [3.622773, 2.714371, -0.257242], [-1.711849, 0.489930, -0.284345], [-2.085049, 0.571024, 1.062432], [-2.357480, 1.597374, -1.079987], [-2.007801, 1.467175, -2.564458], [-2.757155, 2.519137, -3.367567], [-4.157115, 2.427315, -3.175067], [-4.504482, 2.636549, -1.817872], [-3.875881, 1.591241, -0.910725], [-0.119257, -1.434504, 0.085667], [2.247104, 0.301606, -0.178943], [2.197995, -1.052601, 0.947821], [2.280993, -2.670464, -0.859735], [1.414297, -2.098694, -3.008286], [1.363439, -0.394426, -2.543245], [3.189970, -0.392703, -4.191451], [3.471570, -3.107890, -3.838044], [4.921270, -2.158540, -4.161208], [4.314470, -3.517156, -1.618048], [5.709075, -2.501859, -1.988156], [4.505644, -1.154867, -0.308297], [4.775124, 0.881467, -0.077106], [6.645674, 2.187462, -0.449942], [6.314419, 1.830374, -2.147926], [6.541894, 4.415247, -1.441026], [5.083873, 3.971977, -2.389999], [2.806819, 2.936641, -0.942314], [3.223387, 2.477896, 0.726560], [-2.054585, -0.487767, -0.642747], [-1.950128, 2.543397, -0.709388], [-0.933927, 1.589651, -2.719492], [-2.298099, 0.475052, -2.928608], [-2.409217, 3.521034, -3.078678], [-2.583614, 2.394410, -4.435424], [-4.183827, 3.641537, -1.507105], [-5.591803, 2.597278, -1.769069], [-4.273313, 0.606266, -1.178793], [-4.148544, 1.787637, 0.127227]],
  "atomic_forces_ev_per_a": [[0.0, 0.0, 0.0], [0.0, 0.0, 0.0], [0.0, 0.0, 0.0], [0.0, 0.0, 0.0], [0.0, 0.0, 0.0], [0.0, 0.0, 0.0], [0.0, 0.0, 0.0], [0.0, 0.0, 0.0], [0.0, 0.0, 0.0], [0.0, 0.0, 0.0], [0.0, 0.0, 0.0], [0.0, 0.0, 0.0], [0.0, 0.0, 0.0], [0.0, 0.0, 0.0], [0.0, 0.0, 0.0], [0.0, 0.0, 0.0], [0.0, 0.0, 0.0], [0.0, 0.0, 0.0], [0.0, 0.0, 0.0], [0.0, 0.0, 0.0], [0.0, 0.0, 0.0], [0.0, 0.0, 0.0], [0.0, 0.0, 0.0], [0.0, 0.0, 0.0], [0.0, 0.0, 0.0], [0.0, 0.0, 0.0], [0.0, 0.0, 0.0], [0.0, 0.0, 0.0], [0.0, 0.0, 0.0], [0.0, 0.0, 0.0], [0.0, 0.0, 0.0], [0.0, 0.0, 0.0], [0.0, 0.0, 0.0], [0.0, 0.0, 0.0], [0.0, 0.0, 0.0], [0.0, 0.0, 0.0], [0.0, 0.0, 0.0], [0.0, 0.0, 0.0], [0.0, 0.0, 0.0], [0.0, 0.0, 0.0], [0.0, 0.0, 0.0], [0.0, 0.0, 0.0], [0.0, 0.0, 0.0], [0.0, 0.0, 0.0], [0.0, 0.0, 0.0], [0.0, 0.0, 0.0], [0.0, 0.0, 0.0], [0.0, 0.0, 0.0], [0.0, 0.0, 0.0], [0.0, 0.0, 0.0], [0.0, 0.0, 0.0], [0.0, 0.0, 0.0], [0.0, 0.0, 0.0], [0.0, 0.0, 0.0], [0.0, 0.0, 0.0], [0.0, 0.0, 0.0], [0.0, 0.0, 0.0]],
  "multiplicity": 1,
  "lumo_ev": 0.38,
  "charge": 0,
  "e_above_lowest_ev": 0.187,
  "smiles": "O=C(NC[C@H]1C[C@@H]2CC[C@H]1N2C(=O)[C@H]1CCS(=O)(=O)C1)[C@@H](F)C1CCOCC1",
  "homo_lumo_gap_ev": 10.11,
  "total_energy_ha": -1725.192288,
  "fmax_ev_per_a": 0.02,
  "homo_energy_ev": -9.73
}

Record 3
{
  "formula": "C19H29N2OSc",
  "method": "the ωB97M-V functional and the def2-TZVPD basis",
  "symbols": ["C", "H", "H", "H", "C", "H", "H", "C", "H", "H", "H", "C", "C", "C", "C", "C", "C", "C", "C", "C", "C", "Sc", "H", "H", "H", "H", "H", "H", "H", "H", "H", "H", "H", "H", "H", "H", "H", "N", "C", "O", "C", "C", "C", "C", "N", "C", "H", "H", "H", "H", "H", "H"],
  "coordinates": [[-3.047831, -0.342751, -1.519533], [-4.066845, 0.037618, -1.381044], [-2.710303, -0.031694, -2.515346], [-2.403704, 0.143757, -0.779029], [-3.009916, -1.868366, -1.381039], [-1.976053, -2.219830, -1.493995], [-3.322830, -2.151008, -0.367562], [-3.903329, -2.574455, -2.406228], [-3.863296, -3.663070, -2.291639], [-4.948646, -2.262578, -2.294982], [-3.592315, -2.331944, -3.429396], [2.119354, 0.212026, -0.358404], [1.996506, -1.004507, -1.145487], [1.278120, -0.657030, -2.288405], [1.079896, 0.786349, -2.302029], [1.674654, 1.335489, -1.167457], [1.859133, 2.776568, -0.833610], [0.426876, 1.527046, -3.421473], [0.852510, -1.566822, -3.392873], [2.562346, -2.336152, -0.785973], [2.947586, 0.337772, 0.878304], [0.050852, -0.074207, -0.411095], [0.137308, 2.534338, -3.125937], [1.098680, 1.616126, -4.278832], [-0.472539, 1.022407, -3.775912], [1.116810, 3.404800, -1.323816], [1.776608, 2.958558, 0.236798], [2.845106, 3.129568, -1.148711], [2.880655, -0.552848, 1.501496], [3.999859, 0.482208, 0.620703], [2.638319, 1.186319, 1.486849], [2.018381, -3.149962, -1.263711], [3.607832, -2.415586, -1.096103], [2.528203, -2.514725, 0.287775], [-0.149189, -1.330698, -3.753974], [1.525439, -1.486254, -4.250333], [0.846206, -2.609314, -3.078850], [-1.226252, 2.742072, 5.639637], [-0.983786, 2.605019, 4.310983], [-1.194290, 3.562658, 3.580159], [-0.497294, 1.323019, 3.707327], [-0.189281, 0.183272, 4.478723], [0.217153, -0.998445, 3.858828], [0.307358, -1.049038, 2.469902], [0.022041, 0.052450, 1.730038], [-0.363040, 1.220785, 2.307671], [-1.576299, 3.639228, 6.008179], [-1.092025, 1.978163, 6.312158], [-0.263460, 0.178352, 5.554345], [0.445316, -1.876287, 4.450148], [0.595936, -1.967278, 1.976809], [-0.602519, 2.058884, 1.665943]],
  "atomic_forces_ev_per_a": [[-0.2, -0.5, -0.7], [0.3, 0.1, 0.1], [-0.1, 0.0, 0.1], [0.1, 0.4, 0.5], [-0.2, 0.1, 0.2], [0.2, -0.2, -0.1], [0.1, 0.0, -0.1], [0.1, 0.0, -0.1], [0.0, 0.2, 0.0], [0.2, 0.0, 0.0], [-0.1, 0.0, 0.2], [2.5, 0.3, -0.7], [0.5, 1.0, 0.4], [0.1, 0.4, -0.8], [0.2, -0.5, -0.8], [0.8, -0.8, 0.4], [-0.4, 0.2, 0.2], [-0.3, 0.2, -0.1], [-0.2, -0.2, -0.1], [-0.3, -0.3, 0.2], [0.2, 0.1, 0.2], [-3.6, -0.5, 0.1], [0.1, 0.0, 0.0], [0.0, -0.1, 0.1], [0.0, 0.0, -0.1], [0.0, 0.0, -0.1], [0.1, 0.0, 0.1], [0.0, -0.2, 0.0], [0.1, 0.0, 0.0], [-0.1, 0.0, 0.0], [0.0, 0.0, 0.0], [0.0, 0.0, -0.1], [-0.1, 0.1, 0.0], [0.1, 0.0, 0.1], [0.0, 0.0, -0.1], [0.0, 0.1, 0.1], [0.1, 0.0, 0.0], [0.3, -1.2, 0.8], [-0.8, 2.2, 0.2], [0.3, -0.7, -0.5], [0.3, -1.1, 0.1], [0.0, 0.2, -1.0], [0.0, 0.0, -0.5], [-0.4, 1.1, 1.2], [-0.2, 0.1, 0.4], [0.1, -1.0, 1.3], [0.4, -0.8, -0.6], [-0.2, 0.8, -0.5], [0.0, 0.2, 0.1], [0.0, 0.0, -0.1], [0.1, 0.0, -0.2], [0.0, 0.2, 0.1]],
  "multiplicity": 1,
  "lumo_ev": -7.64,
  "charge": 2,
  "homo_lumo_gap_ev": 7.94,
  "total_energy_ha": -1686.353935,
  "fmax_ev_per_a": 3.63,
  "homo_energy_ev": -15.59
}

Record 4
{
  "formula": "C19H29N3O5S",
  "method": "the ωB97M-V functional and the def2-TZVPD basis",
  "symbols": ["C", "C", "O", "C", "C", "O", "N", "C", "C", "C", "S", "O", "O", "N", "C", "C", "O", "C", "C", "C", "C", "C", "N", "C", "C", "C", "C", "C", "H", "H", "H", "H", "H", "H", "H", "H", "H", "H", "H", "H", "H", "H", "H", "H", "H", "H", "H", "H", "H", "H", "H", "H", "H", "H", "H", "H", "H"],
  "coordinates": [[2.717194, 4.080477, -2.754205], [2.238876, 2.729164, -3.276417], [1.538124, 1.960974, -2.316761], [0.249677, 2.438345, -2.006575], [-0.515478, 1.440359, -1.136539], [-1.631598, 1.687256, -0.730841], [0.191667, 0.321439, -0.876760], [-0.194348, -0.793083, -0.130340], [-1.525383, -1.100857, 0.093193], [-1.856386, -2.244787, 0.791900], [-3.594178, -2.565594, 1.067523], [-3.715068, -3.468299, 2.179563], [-4.215983, -2.920489, -0.175305], [-4.111550, -1.045711, 1.472165], [-3.894521, -0.580268, 2.817603], [-3.679828, 0.937131, 2.758739], [-4.768799, 1.574506, 2.134572], [-4.938879, 1.112389, 0.809595], [-5.208600, -0.396169, 0.798178], [-0.884261, -3.111477, 1.244524], [0.450166, -2.812899, 1.021299], [0.822207, -1.644329, 0.359364], [2.149629, -1.291203, 0.103795], [3.146047, -2.338988, 0.024294], [4.311780, -1.831445, -0.825019], [4.912086, -0.574170, -0.203061], [3.821712, 0.477578, -0.019563], [2.669325, -0.115798, 0.786522], [3.274215, 3.946112, -1.830048], [3.366120, 4.542537, -3.492530], [1.880184, 4.748104, -2.566265], [1.612593, 2.869734, -4.168898], [3.098796, 2.110398, -3.547093], [-0.336775, 2.605826, -2.922328], [0.289440, 3.389223, -1.457653], [1.130960, 0.281952, -1.258571], [-2.304376, -0.459341, -0.279579], [-3.016451, -1.089687, 3.214683], [-4.760782, -0.808761, 3.455061], [-3.611775, 1.360239, 3.762421], [-2.755867, 1.149039, 2.200051], [-5.790280, 1.661355, 0.404976], [-4.037766, 1.337347, 0.221996], [-5.254820, -0.793206, -0.214863], [-6.158675, -0.602127, 1.313288], [-1.181183, -3.997808, 1.781493], [1.211163, -3.483611, 1.388442], [2.696534, -3.214100, -0.448483], [3.520487, -2.627414, 1.020223], [5.068214, -2.612882, -0.909256], [3.943020, -1.601653, -1.826201], [5.711387, -0.185631, -0.836132], [5.344641, -0.821755, 0.769432], [3.450778, 0.800869, -0.993660], [4.218617, 1.350043, 0.501731], [1.872536, 0.616992, 0.917424], [3.035436, -0.395847, 1.788896]],
  "atomic_forces_ev_per_a": [[-0.2, -0.4, 0.0], [0.3, 0.2, -0.1], [-0.2, 0.0, 0.2], [-0.2, 0.2, 0.0], [0.4, 0.2, -0.2], [-0.2, 0.1, 0.0], [0.4, -0.2, -0.1], [-0.3, -0.2, 0.2], [0.1, 0.1, -0.1], [-0.3, -0.1, 0.2], [0.0, 0.3, 0.1], [0.2, 0.2, 0.0], [0.0, 0.3, -0.1], [0.2, -1.0, -0.3], [0.2, 0.4, 0.4], [0.2, -0.3, 0.1], [-0.2, 0.1, 0.1], [-0.1, -0.3, -0.2], [-0.3, 0.3, -0.4], [-0.2, -0.1, 0.1], [0.1, 0.2, -0.1], [-0.5, -0.1, 0.1], [0.1, 0.0, -0.2], [0.1, -0.1, -0.4], [0.1, -0.1, 0.3], [-0.1, 0.1, -0.2], [0.1, -0.1, 0.3], [0.1, 0.4, 0.0], [0.1, 0.0, 0.1], [0.1, 0.1, -0.1], [0.0, 0.1, 0.0], [0.1, -0.1, 0.1], [-0.1, 0.1, -0.1], [0.0, 0.0, 0.1], [-0.1, -0.1, 0.0], [-0.1, 0.0, 0.0], [0.0, 0.1, 0.0], [0.0, 0.1, 0.2], [0.1, 0.0, 0.0], [0.1, -0.1, 0.0], [0.0, 0.0, 0.1], [0.1, -0.1, -0.1], [-0.1, 0.0, 0.0], [-0.1, 0.1, 0.0], [0.1, 0.0, -0.1], [0.0, -0.1, 0.1], [0.1, 0.0, 0.0], [0.0, 0.0, 0.1], [-0.1, 0.0, 0.0], [0.0, 0.0, 0.0], [0.0, -0.1, -0.1], [0.1, 0.0, 0.1], [0.1, 0.0, 0.0], [0.0, 0.1, 0.0], [0.0, 0.1, 0.0], [0.0, -0.1, 0.0], [-0.1, 0.0, 0.0]],
  "multiplicity": 1,
  "lumo_ev": 0.58,
  "charge": 0,
  "e_above_lowest_ev": 1.981,
  "smiles": "CCOCC(=O)Nc1cc(S(=O)(=O)N2CCOCC2)ccc1N1CCCCC1",
  "homo_lumo_gap_ev": 8.92,
  "total_energy_ha": -1680.048899,
  "fmax_ev_per_a": 1.01,
  "homo_energy_ev": -8.34
}

> Which formula does entry 1 have?

C19H29FN2O5S